The following is a quantum chemistry calculation of a cluster of 10 separate species, C34H40F16O26 in total, from the OMol25 dataset.

```
116
Properties=species:S:1:pos:R:3:forces:R:3:lowdin_charge:R:1
F -2.65434 -4.96426 -0.64922 0.7 0.3 -0.3 0.086
C -1.98410 -4.38893 -1.69954 -2.4 0.5 0.2 -0.289
F -1.78090 -3.07532 -1.41002 0.0 -0.5 0.1 0.089
C -0.71768 -5.07943 -2.02373 2.8 -0.9 -0.1 -0.438
F -0.45014 -4.72066 -3.30626 0.1 0.0 -0.3 0.121
F -0.93285 -6.42232 -2.02570 -0.3 0.1 0.0 0.128
C 0.52810 -4.78331 -1.14307 -1.9 0.9 0.4 -0.029
O 1.55681 -5.68784 -1.45746 -0.7 -0.7 0.1 0.071
C 2.80079 -5.30939 -1.20778 0.4 1.3 0.6 -0.556
F 3.09985 -4.21744 -1.96639 0.3 0.1 0.6 0.143
F 3.05913 -5.00071 0.12177 -0.7 0.4 -0.7 0.113
C 3.71912 -6.44778 -1.48841 0.2 0.0 0.1 -0.325
F 3.66722 -6.65898 -2.80078 0.0 -0.9 -0.8 0.132
F 4.98728 -6.10946 -1.19068 0.2 0.0 0.3 0.108
H -2.64411 -4.46404 -2.58773 0.3 0.1 0.4 0.178
H 0.15879 -4.94936 -0.11512 0.5 0.1 -0.1 0.162
H 0.79365 -3.71897 -1.30617 0.1 -0.7 0.1 0.116
H 3.37019 -7.27367 -0.85345 0.4 -0.3 -0.5 0.184
F 2.92766 2.27966 1.93900 0.6 -0.3 -0.1 0.072
C 4.21104 1.82877 1.89510 -0.2 0.0 -0.4 -0.260
F 4.91165 2.68762 1.09332 -0.1 -0.6 0.3 0.089
C 4.78424 1.88344 3.29844 -0.9 0.9 0.4 -0.458
F 4.81867 3.20303 3.63113 -0.2 0.1 0.5 0.118
F 6.05861 1.48435 3.26582 0.5 -0.7 0.0 0.149
C 3.97226 1.11912 4.36820 -0.1 -0.4 -1.2 0.016
O 3.89189 -0.24508 3.86419 0.7 0.3 -1.2 0.027
C 3.06749 -1.11780 4.45683 -0.9 0.6 -0.8 -0.536
F 3.35567 -1.06690 5.75523 -0.1 -1.3 1.1 0.162
F 1.74919 -0.70885 4.37676 0.3 -0.2 -0.2 0.106
C 3.20409 -2.56092 3.78035 -1.3 -0.2 1.6 -0.242
F 2.21924 -3.39602 4.27914 0.9 0.8 0.7 0.067
F 2.95467 -2.60792 2.47738 0.7 1.0 -0.6 0.122
H 4.24559 0.79839 1.53001 0.0 0.2 -0.4 0.177
H 2.95029 1.48008 4.46540 0.2 0.5 -0.1 0.128
H 4.52718 1.20902 5.28595 0.1 -0.3 0.5 0.145
H 4.19023 -2.91810 4.06321 0.1 -0.4 -0.3 0.169
O -4.63972 1.44971 -3.62928 -1.0 -0.5 -0.7 0.158
C -3.61927 1.96349 -3.32930 0.0 2.1 -0.9 -0.602
O -3.11440 3.11523 -3.90869 1.0 -1.1 1.2 0.057
C -1.77007 3.33151 -3.30557 -1.1 -1.3 0.0 -0.052
C -1.80243 2.46354 -2.01794 -0.9 0.5 -1.6 -0.061
O -2.88064 1.54126 -2.34044 1.4 -0.3 1.6 0.033
H -1.00765 2.98759 -3.99461 0.0 0.0 -0.2 0.108
H -1.70260 4.36355 -3.08113 0.2 1.0 0.1 0.109
H -2.06391 3.05433 -1.14609 -0.1 -0.2 0.2 0.112
H -0.91300 1.88848 -1.88971 0.5 -0.3 0.2 0.091
O 0.08527 0.80409 -4.18839 0.2 0.1 0.4 0.140
C 1.06530 0.11313 -4.08109 -2.9 -0.3 -2.4 -0.636
O 1.23778 -0.96841 -4.86983 1.6 -1.1 0.5 0.080
C 2.45778 -1.66727 -4.39028 -0.9 -0.4 0.1 -0.066
C 3.05430 -0.63740 -3.46796 1.3 0.3 -0.6 -0.121
O 2.04872 0.32959 -3.29678 1.7 1.0 1.9 0.101
H 2.19952 -2.54718 -3.80144 -0.5 0.0 -0.2 0.104
H 3.11731 -2.01657 -5.19569 -0.5 0.6 -0.1 0.135
H 3.95143 -0.18341 -3.87031 0.0 0.5 -0.5 0.128
H 3.39040 -0.97442 -2.52157 -0.3 -0.8 1.1 0.118
O -4.01785 2.32476 1.16734 -0.6 -0.9 -0.4 0.201
C -3.26839 3.04086 1.72579 0.1 0.9 0.7 -0.569
O -2.18265 3.57389 1.17033 0.7 0.4 0.0 0.057
C -1.52886 4.48664 2.07393 0.1 -0.1 0.1 -0.068
C -2.39586 4.40340 3.33212 0.2 0.2 1.0 -0.099
O -3.42299 3.47508 3.00779 -0.1 -0.1 -0.4 0.053
H -0.49281 4.17043 2.22996 -0.3 0.0 -0.2 0.112
H -1.55496 5.49427 1.65533 0.0 -0.2 -0.2 0.135
H -2.82111 5.37093 3.59155 -0.3 0.0 -0.2 0.130
H -1.90680 4.06444 4.26157 0.2 -0.1 -0.6 0.124
O 0.59000 -1.82643 -1.95518 0.1 1.1 1.9 0.081
C 0.48219 -1.25324 -0.86084 0.3 -1.9 -3.3 -0.605
O 1.40791 -1.27064 0.05727 1.2 0.5 1.3 0.098
C 1.07327 -0.29095 1.11473 -0.5 0.0 -1.7 -0.038
C -0.41204 -0.07643 0.83615 -0.4 0.3 0.2 -0.075
O -0.59830 -0.64086 -0.50292 -1.2 1.5 1.2 0.097
H 1.27363 -0.74112 2.06039 0.1 -0.2 0.5 0.100
H 1.64055 0.60282 0.90990 0.3 0.1 0.2 0.098
H -0.81221 0.95632 0.89398 0.7 -0.7 -0.5 0.125
H -0.97272 -0.64375 1.55295 -0.6 -0.5 0.0 0.108
O 0.81387 2.36543 -0.32320 -1.1 -0.9 0.2 0.167
C 1.57443 3.25893 -0.39911 2.1 -0.2 -1.0 -0.585
O 1.34757 4.51152 -0.07852 -0.2 1.3 0.5 0.077
C 2.60112 5.23519 -0.05766 0.1 -0.7 0.8 -0.080
C 3.48670 4.39960 -0.95972 -0.5 0.2 0.0 -0.111
O 2.85271 3.10465 -0.88754 -0.1 0.5 0.1 0.048
H 2.41041 6.24996 -0.37344 0.1 0.2 0.0 0.132
H 3.01640 5.15761 0.95788 -0.4 0.4 -0.1 0.137
H 4.51100 4.39278 -0.59412 -0.1 -0.4 -0.1 0.123
H 3.45368 4.79360 -1.96639 0.1 -0.3 -0.5 0.128
O 1.01010 2.67808 3.43297 0.6 0.3 -0.3 0.156
C 0.10404 2.10838 3.91858 -2.8 -1.3 1.4 -0.534
O -0.36958 2.34521 5.19935 0.2 -0.5 -1.0 0.024
C -1.43554 1.41307 5.52723 -0.2 0.7 -1.5 -0.068
C -1.89156 0.87291 4.12320 2.9 -0.3 2.0 -0.037
O -0.68618 1.14384 3.30285 -0.1 1.3 0.9 0.010
H -1.06293 0.72642 6.24247 0.4 -1.0 0.4 0.113
H -2.25462 1.95479 5.98090 0.0 0.3 0.1 0.126
H -2.73818 1.45666 3.87843 -0.7 0.2 -1.1 0.095
H -2.00861 -0.20358 4.13600 -0.5 0.1 -0.3 0.129
O -3.96973 -1.93465 -7.02194 0.1 0.6 0.8 0.152
C -3.70151 -1.71367 -5.87678 -0.9 -1.9 0.2 -0.535
O -4.41184 -2.29678 -4.80595 0.4 0.9 -1.0 0.040
C -3.84213 -1.76873 -3.60350 -0.1 0.1 -0.7 -0.144
C -2.44220 -1.42819 -4.01841 0.2 -0.2 0.1 -0.098
O -2.64984 -1.05586 -5.40933 0.8 0.4 0.6 0.089
H -4.32652 -0.83231 -3.30865 -0.4 -0.4 0.1 0.113
H -3.88891 -2.54066 -2.86870 -0.2 -0.3 0.7 0.100
H -1.70272 -2.24334 -3.93804 -0.3 0.3 -0.3 0.130
H -2.12169 -0.61592 -3.38520 0.6 0.5 -0.5 0.107
O -4.28741 -0.72375 3.30258 0.5 0.0 3.4 0.161
C -4.40090 -0.61890 2.14947 -1.3 -0.3 -2.2 -0.658
O -3.40222 -0.81473 1.29905 0.6 0.2 -1.7 0.043
C -3.85948 -0.71517 -0.09660 -1.2 0.5 1.2 -0.059
C -5.33825 -0.25925 0.09323 0.3 -0.6 0.7 -0.053
O -5.58482 -0.39805 1.55451 0.5 0.0 -2.0 0.070
H -3.33869 0.06570 -0.64300 0.4 -0.3 0.2 0.102
H -3.75586 -1.69635 -0.54965 0.1 0.0 0.0 0.108
H -6.03580 -0.86656 -0.49301 0.0 0.0 0.5 0.130
H -5.46494 0.78086 -0.15205 0.0 0.3 -0.1 0.105
```
Forces are in eV/Å.

Computed properties:
- HOMO-LUMO gap: 10.272 eV
- E: -4873.7767 hartree
- SMILES: FC(F)C(F)(F)COC(F)(F)C(F)F.FC(F)C(F)(F)COC(F)(F)C(F)F.O=C1OCCO1.O=C1OCCO1.O=C1OCCO1.O=C1OCCO1.O=C1OCCO1.O=C1OCCO1.O=C1OCCO1.O=C1OCCO1
- Highest occupied orbital energy: -10.2 eV